Entry from the OMol25 dataset: an isolated molecule of C18H24F3NO2 (ωB97M-V with the def2-TZVPD basis set).

```
48
Properties=species:S:1:pos:R:3
O 2.3109 3.0863 1.3100
C 2.0926 2.1059 0.6238
N 0.9093 1.4592 0.6499
C 0.4812 0.3437 -0.1629
H 0.1414 -0.4553 0.5037
C -0.6581 0.7781 -1.0863
H -0.2827 1.5654 -1.7443
H -0.9587 -0.0572 -1.7136
C -1.8618 1.3323 -0.3150
C -1.3456 2.4263 0.6403
H -1.0291 3.2872 0.0481
C -0.1582 1.9693 1.4864
H -0.4561 1.1820 2.1875
H 0.2414 2.8103 2.0554
H -2.1485 2.7536 1.3031
C -2.8203 2.0318 -1.3109
O -3.4413 1.1803 -2.2388
H -4.1287 0.6790 -1.7878
H -2.2530 2.7470 -1.9127
H -3.5739 2.5947 -0.7417
C -2.6324 0.2677 0.4966
H -2.1222 0.1087 1.4464
H -3.6094 0.6972 0.7388
C -2.8513 -1.1101 -0.1597
C -1.7291 -2.0841 0.0829
C -1.0284 -2.6506 -0.9743
C 0.0157 -3.5296 -0.7439
C 0.3702 -3.8634 0.5513
C -0.3394 -3.3284 1.6135
C -1.3824 -2.4508 1.3796
H -1.9380 -2.0496 2.2161
H -0.0817 -3.5985 2.6273
H 1.1879 -4.5445 0.7330
H 0.5535 -3.9544 -1.5784
H -1.3025 -2.4065 -1.9911
H -3.0064 -1.0080 -1.2331
H -3.7625 -1.5391 0.2692
H 1.2964 -0.0500 -0.7654
C 3.1882 1.5233 -0.2670
H 3.9401 2.3034 -0.3968
C 3.8290 0.3126 0.4184
C 4.7824 -0.3974 -0.5203
F 5.3764 -1.4499 0.0645
F 4.1519 -0.8781 -1.6071
F 5.7630 0.3945 -0.9707
H 3.0775 -0.4169 0.7278
H 4.3916 0.6297 1.2978
H 2.8010 1.2532 -1.2494
```

Calculated values
Energy relative to the best compared isomer or geometry (same formula, charge and spin), eV: 0.0000
E, Ha: -1205.18179
SMILES string: O=C(CCC(F)(F)F)N1CCC(CO)(CCc2ccccc2)CC1
Net charge: 0
Highest occupied orbital energy, eV: -9.16

Entry from the OMol25 dataset: C18H24IrN3P2S2 as an isolated structure (ωB97M-V with the def2-TZVPD basis set).

```
50
Properties=species:S:1:pos:R:3
Ir 0.0404 -1.0441 -0.1054
C -3.3663 -2.2485 3.8436
S -1.5833 -2.2752 4.0992
C -0.9082 -2.0907 2.5565
S -1.7690 -1.3394 1.1869
N 0.3581 -2.5100 2.4488
N 0.9117 -2.1966 1.3270
C 2.1298 -2.8126 0.9818
C 2.5590 -2.5645 -0.3119
C 3.7677 -3.0819 -0.8271
C 4.1150 -2.8393 -2.1353
C 3.2557 -2.0929 -2.9400
C 2.0779 -1.6057 -2.3951
N 1.7233 -1.8009 -1.1249
H -3.8046 -2.0085 4.8093
H -3.6730 -3.2452 3.5315
H -3.6625 -1.5036 3.1112
H 2.6016 -3.4928 1.6755
H 4.3991 -3.6722 -0.1776
H 5.0375 -3.2345 -2.5380
H 3.4818 -1.8978 -3.9779
H 1.3851 -1.0440 -3.0019
C 2.1844 1.8522 0.1646
P 0.6903 1.1199 0.8926
C 0.9187 1.2433 2.6834
C -0.6772 2.2098 0.4269
C -0.9396 3.3816 1.1299
C -2.0013 4.1944 0.7605
C -2.8122 3.8341 -0.3055
C -2.5558 2.6691 -1.0144
C -1.4884 1.8507 -0.6586
P -1.1122 0.3344 -1.5906
C -2.6852 -0.2982 -2.2202
C -0.2678 0.9268 -3.0888
H 2.2822 2.8883 0.4928
H 2.1190 1.8338 -0.9228
H 3.0672 1.2930 0.4766
H 1.4057 2.1830 2.9460
H 1.5496 0.4212 3.0232
H -0.0456 1.1809 3.1874
H -0.3235 3.6661 1.9742
H -2.1971 5.1065 1.3077
H -3.6516 4.4571 -0.5830
H -3.2039 2.4047 -1.8403
H -3.3965 -0.4343 -1.4062
H -2.5093 -1.2623 -2.6979
H -3.1043 0.3832 -2.9605
H -0.7549 1.8406 -3.4301
H -0.3509 0.1788 -3.8793
H 0.7836 1.1422 -2.9040
```

Calculated values
Energy relative to the best compared isomer or geometry (same formula, charge and spin), eV: 0.1515
E, Ha: -2447.43022
Net charge: +2
2S+1: 5
Highest occupied orbital energy (alpha / beta), eV: -12.42 / -15.19
⟨S²⟩: 6.043

Entry from the OMol25 dataset: an isolated molecule of C18H24N2O (ωB97M-V with the def2-TZVPD basis set).

```
45
Properties=species:S:1:pos:R:3
C -4.7721 -1.0575 0.0718
H -4.5916 -1.2251 -1.0896
H -5.1522 -0.0120 0.1388
H -5.3901 -1.8757 0.3804
C -3.4120 -1.2758 0.4901
N -2.5308 -0.2032 0.2440
C -2.2045 -0.3253 -1.0417
C -0.7940 0.5639 -1.5388
N -0.5422 1.5341 -0.4663
C -1.6675 2.1506 -0.0196
C -2.8397 1.4496 0.5949
H -2.8818 1.3907 1.5677
H -3.7537 1.3943 0.1144
H -2.0658 2.7558 -0.8845
H -1.4806 2.9713 0.5766
C 0.1525 0.9589 0.9226
C 1.5827 0.2227 0.4695
C 2.5763 1.1894 0.2674
C 3.9804 0.8399 -0.2315
C 4.0369 -0.5674 -0.1689
C 2.9668 -1.5240 -0.1562
C 3.0879 -2.8159 -0.0396
C 2.1706 -3.6699 0.0608
C 0.8425 -3.2426 0.5149
C 0.6850 -1.7810 0.2370
C 1.8142 -0.9907 0.2763
H -0.2924 -1.7876 0.7226
H 0.1303 -3.8279 0.4587
H 2.2494 -4.8850 0.0147
H 4.2250 -3.3101 -0.3884
H 5.0499 -0.8903 -0.6070
H 4.6721 1.3763 -0.4718
O 2.3956 2.6149 0.3614
C 3.3721 3.3691 0.0704
H 2.9192 4.4122 0.2614
H 3.7953 3.6387 -0.9027
H 4.2643 3.3701 0.6080
H -0.3791 0.2946 1.6338
H 0.4027 1.9032 1.4496
H -0.9221 1.2171 -2.2718
H 0.1331 -0.2419 -1.3085
H -2.1456 -1.1775 -1.2409
H -2.9902 0.2009 -1.8263
H -3.0433 -2.2259 0.4944
H -3.6536 -0.9059 1.6520
```

Calculated values
Energy relative to the best compared isomer or geometry (same formula, charge and spin), eV: 17.8573
E, Ha: -884.43122
SMILES string: CCN1CCN(Cc2c(OC)ccc3ccccc23)CC1
Net charge: 0
Highest occupied orbital energy, eV: -7.52

Entry from the OMol25 dataset: an isolated molecule of C18H24N2O2 (ωB97M-V with the def2-TZVPD basis set).

```
46
Properties=species:S:1:pos:R:3
C -4.6789 -2.7686 1.1401
C -3.3223 -2.1133 0.9118
C -2.8941 -2.2132 -0.5499
C -1.4868 -1.6657 -0.8022
N -1.3823 -0.2566 -0.5022
C -1.8771 0.7186 -1.3212
O -2.4036 0.5275 -2.3977
C -1.6022 1.9972 -0.6276
C -1.9041 3.2958 -0.9982
C -1.5315 4.3196 -0.1421
C -0.8743 4.0472 1.0507
C -0.5709 2.7453 1.4235
C -0.9477 1.7255 0.5739
C -0.7319 0.2455 0.6831
H -1.1531 -0.1792 1.6010
C 0.7898 -0.0355 0.7060
O 1.3639 -0.2870 1.7419
N 1.3578 0.0657 -0.5060
H 0.7568 0.2928 -1.2830
C 2.7713 -0.1038 -0.7841
C 3.6804 0.8528 -0.0072
H 3.3819 0.8356 1.0401
H 3.6205 1.8766 -0.3740
C 5.0717 0.2405 -0.1800
H 5.5613 0.6653 -1.0570
H 5.7027 0.4443 0.6830
C 4.8439 -1.2726 -0.3789
H 5.2733 -1.5974 -1.3269
H 5.3117 -1.8554 0.4124
C 3.3253 -1.4749 -0.3834
H 2.9692 -1.7075 0.6193
H 3.0088 -2.2663 -1.0616
H 2.9031 0.0508 -1.8593
H -0.0555 2.5334 2.3477
H -0.5939 4.8630 1.7002
H -1.7536 5.3434 -0.4037
H -2.4145 3.4903 -1.9286
H -1.2429 -1.8053 -1.8610
H -0.7515 -2.1975 -0.1931
H -2.9129 -3.2586 -0.8644
H -3.5955 -1.6598 -1.1765
H -2.5741 -2.5985 1.5442
H -3.3823 -1.0621 1.2025
H -4.9763 -2.6801 2.1823
H -4.6412 -3.8247 0.8821
H -5.4384 -2.2928 0.5240
```

Calculated values
Energy relative to the best compared isomer or geometry (same formula, charge and spin), eV: 0.4227
E, Ha: -960.35189
SMILES string: CCCCN1C(=O)c2ccccc2[C@@H]1C(=O)NC1CCCC1
Net charge: 0
Highest occupied orbital energy, eV: -9.17

Entry from the OMol25 dataset: an isolated molecule of C18H24N2O3S (ωB97M-V with the def2-TZVPD basis set).

```
48
Properties=species:S:1:pos:R:3
C 0.6318 0.1279 -6.9065
C 1.4423 0.1354 -5.6167
C 1.6017 1.5472 -5.0572
H 0.6154 1.9716 -4.8478
H 2.0854 2.1823 -5.8018
C 2.4457 1.5689 -3.7816
N 1.8319 0.8243 -2.7080
C 2.3201 -0.3657 -2.2757
O 3.3555 -0.8443 -2.6952
C 1.4843 -1.0420 -1.2409
C 0.7556 -0.3437 -0.2888
C 0.0026 -1.0166 0.6681
C -0.0804 -2.4133 0.6483
C 0.6792 -3.0968 -0.2952
C 1.4638 -2.4331 -1.2156
H 2.0565 -2.9737 -1.9372
H 0.6417 -4.1763 -0.3085
C -0.9700 -3.1618 1.5846
H -1.1113 -4.1842 1.2439
H -0.5302 -3.1765 2.5818
H -1.9393 -2.6709 1.6639
N -0.7049 -0.2416 1.6055
C -0.6654 -0.3938 2.9616
O -0.0178 -1.2638 3.5125
C -1.4899 0.5839 3.7049
C -1.5110 0.6209 5.0550
O -2.2651 1.4414 5.8300
C -3.2599 2.2423 5.2367
C -2.7473 2.9686 4.0058
H -3.4869 3.6624 3.6133
H -1.8147 3.4907 4.2215
S -2.4434 1.7302 2.7171
H -3.5567 2.9519 6.0146
H -4.1273 1.6255 4.9660
C -0.6623 -0.2511 5.9252
H 0.3797 -0.2104 5.6205
H -0.7725 0.0837 6.9535
H -0.9783 -1.2885 5.8401
H -1.0467 0.6457 1.2595
H 0.7940 0.7369 -0.2499
H 0.9087 1.1084 -2.4221
H 2.6033 2.6033 -3.4558
H 3.4158 1.1007 -3.9629
H 0.9498 -0.4967 -4.8743
H 2.4309 -0.2885 -5.8013
H 0.5296 -0.8854 -7.2868
H -0.3642 0.5323 -6.7363
H 1.1201 0.7324 -7.6678
```

Calculated values
Energy relative to the best compared isomer or geometry (same formula, charge and spin), eV: 0.6546
E, Ha: -1433.75451
SMILES string: CCCCNC(=O)c1ccc(C)c(NC(=O)C2=C(C)OCCS2)c1
Net charge: 0
Highest occupied orbital energy, eV: -8.28